Entry 1:
The following is a quantum chemistry calculation of a structure of composition C27H19BrClF3MgN5O7S, from the Open Molecules 2025 dataset.

Structure (XYZ):
```
65
Properties=species:S:1:pos:R:3:forces:R:3
Mg 0.1347 -0.7571 -0.0950 -0.43 1.49 0.47
O -2.9816 -3.0226 1.2354 -0.05 0.05 -0.30
C -2.2390 -2.2113 0.7041 -0.73 -0.28 0.40
N -1.1203 -1.6603 1.2136 -0.11 0.11 0.34
C -0.4225 -2.3286 2.1466 -0.54 -0.48 0.94
O -0.5125 -3.5017 2.4666 0.14 0.15 0.14
C 0.5766 -1.4516 2.8507 0.48 -0.26 0.73
C 1.4371 -2.0537 3.7679 -0.01 0.02 -0.01
C 2.3372 -1.2658 4.4547 -0.11 -0.01 -0.04
C 2.3393 0.1021 4.2123 -0.03 0.02 -0.07
C 1.4499 0.5982 3.2749 0.19 0.20 0.34
N 0.5908 -0.1514 2.6047 -0.28 -0.19 0.12
C -2.6054 -1.6045 -0.6173 -0.81 -0.46 -0.38
C -3.5392 -2.2321 -1.4367 0.10 0.00 0.13
C -3.8289 -1.6674 -2.6642 0.06 0.20 0.10
C -3.2457 -0.4500 -2.9799 -0.03 0.04 0.02
C -2.3513 0.1084 -2.0812 -0.33 0.22 -0.37
N -2.0011 -0.4719 -0.9472 -0.12 -0.29 -0.12
H 1.3552 -3.1213 3.9042 0.04 -0.05 0.01
H 3.0152 -1.6981 5.1775 0.05 -0.04 0.03
H 3.0132 0.7631 4.7376 0.03 0.08 0.00
H 1.4174 1.6615 3.0622 0.05 0.11 -0.02
H -3.9893 -3.1571 -1.1097 0.04 -0.03 0.09
H -4.5018 -2.1540 -3.3592 -0.02 0.00 0.03
H -3.4579 0.0482 -3.9137 0.05 0.06 -0.04
H -1.9074 1.0754 -2.2778 0.07 0.00 -0.16
Br -5.9915 3.3354 0.5278 0.00 -0.02 -0.01
C -4.1826 2.7550 0.4986 -0.01 0.12 -0.03
C -3.2680 3.4452 -0.2755 -0.29 0.00 0.09
C -1.9522 3.0244 -0.2944 0.20 -0.27 0.20
C -1.5480 1.9251 0.4681 -1.40 0.87 0.16
C -2.4913 1.2463 1.2444 0.24 0.28 0.03
C -3.8064 1.6598 1.2611 -0.07 0.07 0.06
N -0.2588 1.4529 0.4132 1.16 -0.27 -0.13
C 0.7237 2.2499 0.4347 -0.62 0.65 0.16
C 2.0779 1.7640 0.2677 1.06 0.20 -0.08
C 3.1459 2.6349 0.0326 -0.37 -0.15 0.01
C 4.4085 2.1000 -0.1617 -0.01 -0.22 0.04
C 4.5634 0.7275 -0.0657 -0.09 0.15 0.05
C 3.4426 -0.0534 0.2133 0.60 -0.14 0.06
N 2.2373 0.4487 0.3536 -0.25 0.05 -0.03
H -3.5776 4.2986 -0.8590 -0.04 0.02 -0.08
H -1.2515 3.5265 -0.9443 0.15 0.01 -0.09
H -2.1560 0.3979 1.8181 0.01 -0.16 0.04
H -4.5392 1.1333 1.8562 0.00 -0.02 0.00
H 0.5965 3.3305 0.5945 -0.07 -0.14 -0.09
H 2.9881 3.7021 -0.0273 -0.11 0.08 0.02
H 5.2532 2.7411 -0.3765 0.00 0.01 0.00
H 5.5309 0.2672 -0.1988 0.03 -0.08 0.00
H 3.5182 -1.1217 0.3393 0.05 -0.09 -0.09
Cl -0.2461 2.6701 -4.1754 -0.29 0.43 -0.32
C 0.8674 1.8148 -3.1081 0.03 -0.67 0.32
C 0.4252 0.3158 -2.9086 0.42 1.02 -0.56
O -0.0971 -0.2639 -3.8344 -0.12 -0.33 -0.32
O 0.6950 -0.0885 -1.7469 0.63 0.13 -0.46
H 0.8590 2.3162 -2.1411 0.07 0.02 -0.16
H 1.8625 1.8724 -3.5540 -0.09 -0.09 0.12
F 3.4042 -2.6072 -1.4749 0.01 0.05 0.29
C 2.2234 -3.1057 -1.9049 0.20 0.01 -0.37
F 1.8474 -2.3471 -2.9335 -0.18 -0.14 0.17
F 2.5148 -4.3217 -2.4022 -0.38 -0.01 0.24
S 0.9435 -3.1708 -0.4882 2.11 -2.95 -1.98
O 1.0262 -4.5370 -0.0894 -0.11 -0.08 0.28
O -0.2644 -2.7296 -1.1248 -0.33 0.36 -0.15
O 1.5135 -2.2054 0.4349 0.14 0.63 0.23
```
Positions in Å, forces in eV/Å.

## Properties
- Total charge: -1
- Orbital gap: 7.562 eV
- HOMO energy: -6.03 eV
- Strongest force on any atom: 0.080 hartree/bohr
- Total energy: -5773.14677 hartree

Atom charges from the Mulliken analysis, given in e for atoms 1 to 8:
1. Mg 3.129
2. O -0.720
3. C 0.314
4. N -0.018
5. C -0.284
6. O -0.717
7. C 0.775
8. C -1.313

Entry 2:
The following is a quantum chemistry calculation of an isolated molecule of C4H10N2O2, from the Open Molecules 2025 dataset.

Structure (XYZ):
```
18
Properties=species:S:1:pos:R:3:forces:R:3
C -0.1401 -0.5463 1.8878 -1.68 0.46 0.67
C -0.1851 -0.2571 0.4225 -1.33 3.09 -0.88
C -0.0632 -1.4717 -0.4483 0.29 0.01 -0.10
N -1.4189 0.7673 -0.2613 0.86 -1.86 0.66
C 0.3459 1.1379 0.0681 3.54 -2.29 0.88
O 0.5391 1.9724 0.9669 -0.92 -0.13 -1.11
N 1.1638 1.2745 -1.0769 -0.06 1.13 -0.86
O 1.3163 0.2863 -2.0806 -0.31 0.05 0.59
H 0.0841 0.3339 2.4935 0.09 0.01 -0.34
H -1.1545 -0.8615 2.1892 0.43 -0.27 0.11
H 0.5719 -1.3248 2.1337 0.10 -0.26 -0.23
H -0.4976 -2.3456 0.0417 -0.03 0.11 0.10
H -0.5645 -1.3354 -1.4011 0.21 -0.06 -0.18
H 1.0070 -1.6592 -0.6229 -0.43 -0.08 -0.07
H -1.9960 0.2491 -0.9126 -0.11 0.24 0.13
H -1.8464 1.4851 0.2958 -0.36 -0.20 0.44
H 2.0579 1.7090 -0.8662 -0.41 -0.13 -0.08
H 0.7803 0.5860 -2.8294 0.13 0.20 0.28
```
Positions in Å, forces in eV/Å.

## Properties
- ΔE to the lowest compared entry with this formula, charge and spin: 5.0891 eV
- Orbital gap: 9.466 eV
- HOMO energy: -8.72 eV
- Strongest force on any atom: 0.084 hartree/bohr
- Total energy: -418.27394 hartree
- SMILES: CC1(C)[NH2+][C@]1([O-])NO

Atom charges from the Mulliken analysis, given in e for atoms 1 to 8:
1. C -1.423
2. C 1.115
3. C -1.403
4. N -0.650
5. C 0.605
6. O -0.735
7. N -0.219
8. O -0.442

Entry 3:
The following is a quantum chemistry calculation of an isolated molecule of C4H9NO2, from the Open Molecules 2025 dataset.

Structure (XYZ):
```
16
Properties=species:S:1:pos:R:3:forces:R:3
C -0.8511 -1.5610 0.5319 0.01 -0.10 -0.01
C -0.0233 -0.2767 0.5563 0.05 -0.01 0.13
C 1.2509 -0.4287 -0.2807 -0.28 -0.31 0.13
O 2.2248 0.5331 0.0094 0.05 0.20 -0.09
N -0.8696 0.8452 0.1444 -0.21 0.20 -0.09
C -0.6295 1.8470 -0.7193 0.32 0.17 -0.31
O 0.3799 2.0160 -1.3849 -0.11 0.02 0.11
H -1.8250 -1.4349 1.0209 0.19 0.04 -0.09
H -0.3213 -2.3576 1.0610 -0.03 0.08 -0.06
H -1.0235 -1.8948 -0.4970 -0.03 0.09 0.10
H 0.2918 -0.0649 1.5855 0.07 -0.12 -0.08
H 1.6680 -1.4002 -0.0111 0.06 -0.03 -0.01
H 0.9999 -0.4595 -1.3484 0.00 0.02 0.11
H 1.9446 1.3306 -0.4675 0.03 -0.01 -0.01
H -1.7296 0.9480 0.6539 -0.14 -0.10 0.05
H -1.4738 2.5560 -0.8024 0.02 -0.15 0.12
```
Positions in Å, forces in eV/Å.

## Properties
- ΔE to the lowest compared entry with this formula, charge and spin: 0.8517 eV
- Orbital gap: 10.731 eV
- HOMO energy: -10.01 eV
- Strongest force on any atom: 0.009 hartree/bohr
- Total energy: -363.05423 hartree
- SMILES: C[C@@H](CO)NC=O

Atom charges from the Mulliken analysis, given in e for atoms 1 to 8:
1. C -1.393
2. C 0.574
3. C -0.768
4. O -0.565
5. N -0.143
6. C -0.028
7. O -0.637
8. H 0.389

Entry 4:
The following is a quantum chemistry calculation of an isolated molecule of C3H6Cl2S, from the Open Molecules 2025 dataset.

Structure (XYZ):
```
12
Properties=species:S:1:pos:R:3:forces:R:3
S 2.2995 0.6262 -1.0430 0.12 -0.06 0.88
C 1.1914 -0.2265 0.1238 -0.91 -0.56 -0.23
C -0.3152 0.1789 -0.1202 0.92 1.20 -1.91
Cl -0.7165 -0.6287 -1.7532 -0.20 0.47 0.52
C -1.2770 -0.4236 0.8093 -0.28 -2.70 0.71
Cl -1.3401 0.3049 2.4334 0.05 0.20 -0.30
H 1.4973 0.3240 -2.0402 -0.11 -0.05 -0.77
H 1.4184 0.0823 1.1269 0.38 0.29 0.51
H 1.3605 -1.3696 0.0912 -0.67 1.81 -0.14
H -0.5571 1.2939 -0.2504 1.01 -1.57 0.04
H -0.8623 -1.4480 0.9340 -0.65 0.36 0.34
H -2.2817 -0.5703 0.3847 0.35 0.60 0.34
```
Positions in Å, forces in eV/Å.

## Properties
- ΔE to the lowest compared entry with this formula, charge and spin: 0.1170 eV
- Orbital gap: 10.139 eV
- HOMO energy: -9.40 eV
- Strongest force on any atom: 0.055 hartree/bohr
- Total energy: -1436.46434 hartree
- SMILES: SC[C@@H](Cl)CCl

Atom charges from the Mulliken analysis, given in e for atoms 1 to 8:
1. S -0.176
2. C -0.566
3. C -0.034
4. Cl -0.202
5. C -0.666
6. Cl -0.181
7. H 0.122
8. H 0.336

Question: Which value of strongest force on any atom does entry 1 give?
Answer: 0.080 hartree/bohr

Question: The highest orbital gap belongs to which entry?
Answer: C4H9NO2